ORCA calculation (wB97M-V/def2-TZVPD) on C12H13MoNO7Se6 as an isolated structure.

- relative energy (zero: lowest compared OMol25 entry of this formula, charge and spin) (kJ/mol) = 0.0
- total energy (eV) = -422417.5935
- HOMO-LUMO gap (Eh) = 0.20158
- charge = -2
- strongest force on any atom (eV/A) = 0.25
- molar mass (g/mol) = 852.94

```
40
Properties=species:S:1:pos:R:3:forces:R:3
Mo -0.636 1.345 0.450 -0.047 -0.230 -0.076
O -1.536 -2.921 4.761 -0.058 0.088 0.075
C -1.528 -1.857 3.927 0.016 0.000 -0.005
C -2.314 -1.845 2.774 0.012 -0.036 0.051
C -2.142 -0.805 1.888 0.012 0.001 -0.017
N -1.252 0.148 2.113 0.013 0.045 -0.062
C -0.514 0.168 3.212 0.008 -0.028 0.041
C -0.650 -0.803 4.180 -0.005 -0.006 -0.023
C 0.575 1.195 3.114 0.021 0.069 0.007
O 1.289 1.524 4.026 0.003 -0.001 0.006
O 0.649 1.690 1.879 0.005 0.007 0.032
C -2.778 -0.646 0.537 -0.048 0.013 0.002
O -3.715 -1.295 0.147 -0.004 -0.008 -0.010
O -2.188 0.318 -0.161 0.054 0.051 0.039
H -1.261 -3.698 4.200 0.029 -0.113 -0.076
H -2.974 -2.667 2.538 -0.010 -0.004 0.002
H 0.008 -0.829 5.035 -0.006 0.011 0.007
O -0.213 5.948 1.525 0.009 0.037 0.001
C 0.296 5.203 0.426 0.001 -0.006 -0.002
C -0.701 5.112 -0.732 0.001 0.009 0.001
C -0.971 6.529 -1.272 -0.012 -0.020 0.006
O 0.164 7.197 -1.820 -0.030 0.003 -0.044
C -2.077 4.591 -0.281 0.004 -0.002 0.000
Se -2.122 3.253 1.155 0.048 -0.025 -0.034
C -0.124 4.259 -1.860 -0.004 -0.002 -0.006
Se 0.385 2.379 -1.514 -0.025 0.011 0.023
H -0.790 5.334 2.005 -0.006 -0.015 0.007
H 0.591 4.202 0.742 0.002 0.003 -0.006
H 1.211 5.705 0.093 0.004 0.004 0.004
H -1.404 7.127 -0.464 0.002 0.003 0.002
H -1.699 6.469 -2.084 0.003 -0.001 0.000
H 0.801 7.302 -1.108 0.038 0.002 0.039
H -2.599 4.171 -1.142 -0.001 0.001 0.000
H -2.676 5.423 0.093 0.001 0.002 0.008
H 0.781 4.732 -2.244 0.006 -0.004 0.003
H -0.843 4.236 -2.683 -0.004 0.001 -0.001
Se -0.040 -4.707 2.459 -0.001 0.016 0.022
Se 1.463 -3.006 2.979 -0.003 0.000 -0.042
Se 2.234 -1.799 1.094 -0.021 0.004 0.021
Se 0.647 -0.872 -0.348 -0.006 0.121 0.005
```
Positions in Å, forces in eV/Å.